# 1
Entry from OMol25: the molecule C2H6ClOP (the ωB97M-V functional and the def2-TZVPD basis).

```
11
Properties=species:S:1:pos:R:3
C -0.457 -0.398 -1.413
C -0.327 0.352 1.474
O 1.699 1.548 -0.275
P 0.666 0.210 -0.083
Cl 1.834 -1.384 0.425
H -0.135 -1.347 -1.825
H -1.411 -0.359 -1.022
H -0.382 0.321 -2.225
H 0.294 0.950 2.094
H -1.225 0.769 1.061
H -0.555 -0.662 1.789
```

The total energy comes out at -26030.4672 eV. As for the SMILES: CP(C)(=O)Cl. Its HOMO energy is -9.82 eV. As for the strongest force on any atom: 7.42 eV/A. The calculation puts the energy above the lowest of the compared OMol25 structures with the same formula, charge and spin at 0.9380 eV.

Here is what natural (NBO) gives for the atomic charges, in e: atom 1 (C): -0.9733, atom 2 (C): -0.9482, atom 3 (O): -0.9969, atom 4 (P): 1.6891, atom 5 (Cl): -0.2926, atom 6 (H): 0.2685, atom 7 (H): 0.2394, atom 8 (H): 0.2679, atom 9 (H): 0.2695, atom 10 (H): 0.2297, atom 11 (H): 0.2468

***

# 2
Entry from OMol25: a structure of composition C2H6CsO (the ωB97M-V functional and the def2-TZVPD basis).

```
10
Properties=species:S:1:pos:R:3
Cs -2.842 0.161 -0.935
C 0.211 0.885 0.038
C 0.743 -0.503 0.056
O -0.267 -1.399 0.682
H 0.045 1.245 -1.012
H 0.974 1.563 0.440
H -0.611 1.071 0.765
H 1.570 -0.661 0.866
H 1.157 -0.997 -0.906
H -0.980 -1.366 0.006
```

The charge is +1. The total energy comes out at -4759.9555 eV. Its HOMO energy is -14.45 eV. As for the strongest force on any atom: 4.41 eV/A. The calculation puts the energy above the lowest of the compared OMol25 structures with the same formula, charge and spin at 1.4806 eV.

Here is what natural (NBO) gives for the atomic charges, in e: atom 1 (Cs): 0.9951, atom 2 (C): -0.7020, atom 3 (C): -0.1142, atom 4 (O): -0.6890, atom 5 (H): 0.2022, atom 6 (H): 0.2692, atom 7 (H): 0.2163, atom 8 (H): 0.2200, atom 9 (H): 0.2036, atom 10 (H): 0.3987